Below is a 11-piece molecular cluster, C5H32NO11 overall, with properties calculated with ωB97M-V/def2-TZVPD.

The geometry in XYZ format:
```
49
Properties=species:S:1:pos:R:3:forces:R:3
C 0.77207 -2.00827 -1.98585 1.0 1.1 0.6
N -0.65506 -1.73868 -1.89788 0.6 0.2 0.9
C -0.97076 -0.69015 -2.86095 -0.8 0.8 1.1
C -0.41506 -0.05081 0.03812 0.8 -1.1 -1.0
C -1.06018 -1.32980 -0.48375 -0.4 -0.6 -0.5
C -0.73258 -2.43207 0.60173 -0.3 -0.7 1.0
O 0.15071 -2.07606 1.63744 -0.2 0.5 -0.4
H 1.41235 -1.22534 -1.49132 -0.6 -0.6 0.2
H 1.09591 -1.85124 -3.00047 0.0 -0.7 -0.7
H 1.08371 -2.98256 -1.58724 -0.3 0.2 -0.2
H -0.50294 0.29532 -2.58758 -0.3 -0.6 -0.5
H -0.62743 -0.97609 -3.82653 0.4 -0.2 -0.8
H -2.07104 -0.54108 -2.97429 0.6 -0.1 0.3
H -0.87965 0.34953 0.92083 -0.3 0.2 -0.1
H 0.59350 -0.37806 0.31627 -0.1 0.6 -0.1
H -0.31857 0.66185 -0.76857 -0.1 0.4 0.2
H -2.14464 -1.24828 -0.67909 0.1 0.0 0.9
H -1.66664 -2.72958 1.17747 0.3 0.0 -1.4
H -0.32693 -3.33796 0.11148 -0.5 0.1 -0.2
H 3.47014 -1.19570 1.12052 -0.5 0.0 -0.2
H 4.30456 0.11431 1.18454 -0.6 -0.1 0.0
O 3.39233 -0.21699 1.10905 0.9 0.4 0.1
H 1.90981 3.29062 -2.56077 -0.4 0.2 -0.5
H 1.13261 2.16400 -2.15828 -0.1 0.4 -0.9
O 1.12311 2.83055 -2.90806 0.8 -0.6 0.9
H 1.63235 -2.33609 1.40143 -0.3 -0.6 -0.5
H 2.32547 -3.48764 0.53635 -0.1 0.1 0.1
O 2.53078 -2.70021 1.04504 0.4 0.1 0.3
H -3.18333 1.73236 1.42951 0.1 -0.3 -0.3
H -2.51327 0.47352 2.10379 0.0 0.3 0.2
O -2.53297 1.44831 2.07436 0.1 0.3 0.5
H -2.55945 0.61836 -1.15337 -0.3 -0.8 1.0
H -2.69438 1.96038 -1.40866 -0.5 1.0 0.9
O -2.99311 1.35578 -0.69687 0.4 0.0 -2.0
H -0.58319 2.61023 1.45296 -0.1 -0.1 0.1
H 0.48108 1.92849 2.34946 -0.3 0.5 -1.5
O 0.37258 2.60124 1.59086 0.2 -0.2 1.2
H -1.51920 -0.96553 3.99404 0.5 -0.3 -0.4
H -1.32213 -1.70549 2.54463 0.7 0.6 1.2
O -1.84971 -1.07824 3.10079 -1.3 -0.2 -0.5
H 2.41482 1.29113 -0.13022 -0.1 -0.1 -0.2
H 1.42394 2.40524 0.21247 0.2 -0.5 -0.7
O 1.93006 2.01176 -0.56630 0.0 0.3 1.2
H -0.34600 3.35021 -2.05525 -0.3 -0.4 1.0
H -0.72783 2.48679 -0.76881 0.3 0.1 -0.1
O -0.96111 3.26749 -1.28199 -0.4 0.5 -0.7
H 0.32874 -0.49286 2.24449 0.4 0.4 0.8
H 1.61627 0.25661 2.69774 0.0 -0.2 -0.1
O 0.66027 0.27065 2.83674 0.2 -0.5 0.0
```
Positions in Å, forces in eV/Å.

## Properties
highest occupied orbital energy: -5.4 eV
energy relative to the best compared isomer or geometry (same formula, charge and spin): 1.576 eV
molecular weight: 282.307 g/mol
charge: -1
orbital gap: 8.3 eV

These are the Mulliken partial charges, in e, on atoms 1 to 2: -0.92 -0.16

***

Below is a 2-piece molecular cluster, C15H29BrN2O7P overall, with properties calculated with ωB97M-V/def2-TZVPD.

The geometry in XYZ format:
```
55
Properties=species:S:1:pos:R:3:forces:R:3
C -1.99905 4.63000 2.90340 -0.1 0.0 -0.1
C -1.85128 3.21668 2.36337 0.0 0.0 0.1
O -0.62037 3.11446 1.64096 0.0 0.1 0.1
C 0.00497 1.86951 1.70863 0.0 -0.2 -0.1
C -0.68173 0.82713 0.78057 -0.1 0.0 -0.1
O -1.45393 1.49475 -0.20317 0.1 -0.1 -0.3
C -1.70476 -0.17808 1.36011 0.1 0.0 0.1
C -1.33574 -0.92968 2.65146 -0.1 0.0 0.0
O -1.39520 -0.07858 3.76375 -0.1 -0.1 0.1
O -2.78667 -0.07519 4.15203 0.1 0.2 -0.1
N -1.75945 -1.16368 0.22779 0.0 0.1 0.2
C -2.93490 -1.97280 -0.20885 0.1 0.0 0.0
Br -4.12110 -2.31358 1.26361 -0.2 -0.1 0.0
C -3.64512 -1.30671 -1.38473 0.1 0.0 0.1
C -4.46159 -0.06189 -1.04617 0.0 0.0 0.0
C -0.66697 -1.16310 -0.43907 0.0 -0.1 -0.1
C 0.28811 -0.12322 -0.00493 0.1 0.0 0.2
P 1.83550 -0.74295 0.84302 0.0 0.0 -0.1
O 1.86951 -0.34892 2.24382 -0.2 0.0 0.1
O 3.01351 -0.22988 -0.08213 -0.2 -0.1 -0.2
O 1.96582 -2.28325 0.49653 0.0 0.1 -0.3
H -2.50792 4.63019 3.86602 0.0 0.0 0.0
H -1.01242 5.06921 3.03863 0.0 0.0 0.1
H -2.56987 5.26671 2.23092 0.1 0.0 -0.1
H -1.84547 2.48551 3.17836 0.1 0.0 0.0
H -2.67432 2.95946 1.69113 -0.1 0.0 0.0
H 0.07974 1.48846 2.72576 0.0 0.0 0.0
H 1.02488 2.03160 1.35406 0.0 0.0 0.0
H -0.98579 2.28215 -0.50901 -0.1 0.1 0.2
H -2.68324 0.27333 1.50062 0.0 0.1 -0.1
H -0.32404 -1.32862 2.63584 0.2 0.1 0.0
H -2.03943 -1.75058 2.79172 0.1 0.0 0.0
H -2.84864 0.80738 4.54532 -0.1 0.0 0.1
H -2.53846 -2.94384 -0.49265 0.0 0.0 -0.1
H -4.27235 -2.08194 -1.82580 0.0 0.1 -0.1
H -2.87510 -1.06189 -2.12247 0.0 -0.1 0.0
H -4.01167 0.52348 -0.24607 0.0 0.0 0.0
H -5.47399 -0.32287 -0.74777 0.0 0.0 0.1
H -4.52306 0.58592 -1.91764 -0.1 0.0 0.0
H -0.53741 -1.83359 -1.28363 0.0 0.0 0.0
H 0.67486 0.38673 -0.89240 -0.1 0.0 -0.1
H 3.04434 0.72853 -0.18680 0.2 0.1 0.1
H 1.19513 -2.84809 0.60434 0.1 -0.1 0.3
C 5.89331 -0.69655 -4.40999 -0.1 0.0 0.0
C 5.47443 -1.14722 -3.01858 0.0 0.1 0.1
C 4.55325 -2.37211 -3.01713 0.1 0.0 0.0
C 3.27628 -2.10305 -3.68103 -0.1 0.0 0.1
N 2.24872 -1.85139 -4.12885 0.0 0.0 0.0
H 5.02890 -0.41019 -5.01137 0.0 0.0 0.0
H 6.56018 0.16261 -4.35149 0.0 0.0 0.0
H 6.42084 -1.49256 -4.93813 0.0 0.0 0.0
H 4.96616 -0.33382 -2.49549 0.0 0.0 0.0
H 6.35584 -1.39869 -2.42673 0.0 0.0 0.0
H 4.32088 -2.66620 -1.99191 0.0 0.0 0.0
H 5.04589 -3.21907 -3.49780 -0.1 0.0 -0.1
```
Positions in Å, forces in eV/Å.

## Properties
highest occupied orbital energy: -13.0 eV
molecular weight: 460.282 g/mol
charge: +1
orbital gap: 8.7 eV

These are the Mulliken partial charges, in e, on atoms 1 to 2: -1.31 0.24